Formula: C23H27N3O5S
Source: the OMol25 dataset
Level of theory: ωB97M-V/def2-TZVPD

Properties
LUMO energy, eV: 0.49
Energy above the lowest of the compared OMol25 structures with the same formula, charge and spin, kcal per mole: 34.54
Largest force on an atom, hartree/bohr: 0.01774

Structure (XYZ):
```
59
Properties=species:S:1:pos:R:3:nbo_charge:R:1
C 1.6981 1.2253 -4.1020 -0.648
C 2.6059 2.0010 -3.1531 -0.063
H 2.0808 2.8600 -2.7184 0.170
H 3.4792 2.3703 -3.6986 0.196
O 3.1624 1.1877 -2.1363 -0.483
C 2.4470 0.8555 -1.0464 0.398
C 1.1570 1.2672 -0.7656 -0.388
C 0.5399 0.8722 0.4206 0.279
C 1.2169 0.0663 1.3321 -0.233
C 2.5205 -0.3567 1.0483 -0.230
C 3.1428 0.0193 -0.1201 0.236
O 4.3871 -0.3396 -0.5141 -0.482
C 5.1981 -1.1120 0.3517 -0.063
C 5.8079 -0.2861 1.4802 -0.638
H 6.3713 0.5454 1.0641 0.215
H 6.4780 -0.9091 2.0658 0.217
H 5.0371 0.1124 2.1346 0.214
H 4.6347 -1.9637 0.7504 0.174
H 5.9907 -1.4938 -0.2976 0.195
H 2.9956 -0.9858 1.7826 0.246
C 0.5810 -0.3274 2.5813 0.683
O 1.1264 -0.9454 3.4690 -0.592
N -0.7542 0.0773 2.7268 -0.457
C -1.4070 0.8821 1.8420 0.320
N -0.7354 1.2783 0.7359 -0.575
H -1.2583 1.8417 0.0782 0.435
S -2.9511 1.4412 2.0564 -0.263
C -1.4308 -0.3822 3.9323 -0.230
C -1.6782 -1.8939 3.9036 -0.512
C -2.1906 -2.4204 2.5672 0.680
O -1.6472 -3.3398 1.9898 -0.634
N -3.3162 -1.8314 2.1109 -0.627
H -3.6315 -0.9623 2.5180 0.413
C -3.8634 -2.1638 0.8067 -0.247
C -3.2955 -1.2650 -0.2605 -0.071
C -2.0106 -1.4929 -0.7448 -0.142
C -1.4468 -0.6405 -1.6691 -0.306
C -2.1559 0.4731 -2.1222 0.352
C -3.4420 0.7013 -1.6514 -0.331
C -3.9990 -0.1668 -0.7264 -0.165
H -4.9950 0.0296 -0.3584 0.213
H -4.0179 1.5500 -1.9849 0.221
O -1.4911 1.2888 -3.0015 -0.533
C -2.1917 2.3624 -3.5823 -0.253
H -2.4926 3.1025 -2.8329 0.175
H -1.4969 2.8234 -4.2831 0.199
H -3.0764 2.0171 -4.1248 0.183
H -0.4525 -0.8154 -2.0491 0.226
H -1.4523 -2.3435 -0.3842 0.233
H -3.5889 -3.2030 0.6090 0.237
H -4.9505 -2.0700 0.8557 0.203
H -0.7432 -2.4174 4.1073 0.255
H -2.3978 -2.1475 4.6839 0.232
H -0.7846 -0.1492 4.7833 0.234
H -2.3600 0.1822 4.0241 0.243
H 0.6035 1.8814 -1.4567 0.231
H 0.7762 0.9205 -3.6148 0.228
H 2.2169 0.3386 -4.4569 0.218
H 1.4503 1.8506 -4.9556 0.214
```

---

Formula: C18H24NO6
Source: the OMol25 dataset
Level of theory: ωB97M-V/def2-TZVPD

Properties
Net charge: +1
LUMO energy, eV: -2.55
Largest force on an atom, hartree/bohr: 0.02069

Structure (XYZ):
```
49
Properties=species:S:1:pos:R:3:nbo_charge:R:1
C -5.1314 -1.1114 -0.7783 -0.272
H -5.1871 -0.8959 -1.8463 0.200
H -5.1937 -0.1776 -0.2160 0.221
H -5.9216 -1.7940 -0.4799 0.206
O -3.9023 -1.7731 -0.4705 -0.484
C -2.7987 -1.1721 -0.8813 0.755
O -2.7442 -0.1495 -1.5196 -0.586
C -1.5889 -1.8895 -0.4241 0.168
C -1.3960 -3.0209 0.3236 -0.227
C -0.0015 -3.1323 0.5221 -0.270
C 0.5568 -2.0621 -0.1171 0.250
O -0.4002 -1.3118 -0.7019 -0.404
C 1.9587 -1.5811 -0.2980 -0.265
H 2.6360 -2.1396 0.3482 0.245
H 2.2524 -1.7303 -1.3389 0.250
N 2.0355 -0.1253 0.0152 -0.376
H 1.2208 0.3007 -0.4547 0.467
C 1.7992 0.0917 1.4763 -0.268
C 0.3335 0.1679 1.7472 0.243
C -0.4916 -0.4621 2.6340 -0.262
C -1.7900 0.0284 2.3725 -0.226
C -1.6638 0.9250 1.3439 0.158
O -0.3706 1.0174 0.9656 -0.405
C -2.7128 1.6692 0.6160 0.770
O -3.8862 1.4841 0.8180 -0.589
O -2.1897 2.5146 -0.2596 -0.488
C -3.0940 3.2419 -1.0867 -0.267
H -2.6799 3.2375 -2.0927 0.201
H -3.1748 4.2639 -0.7142 0.196
H -4.0743 2.7652 -1.0772 0.217
H -2.6995 -0.2384 2.8683 0.258
H -0.2136 -1.1807 3.3767 0.244
H 2.2444 -0.7189 2.0534 0.246
H 2.2650 1.0331 1.7708 0.251
C 3.2488 0.6032 -0.5608 0.169
C 4.5228 0.0678 0.0769 -0.645
H 4.5168 0.1853 1.1570 0.223
H 5.3699 0.6279 -0.3095 0.253
H 4.6856 -0.9790 -0.1646 0.222
C 3.2623 0.3883 -2.0748 -0.640
H 3.9650 1.0835 -2.5257 0.251
H 3.5933 -0.6080 -2.3552 0.223
H 2.2855 0.5818 -2.5137 0.227
C 3.0735 2.0979 -0.2830 -0.641
H 2.0608 2.4285 -0.5054 0.230
H 3.7488 2.6618 -0.9203 0.250
H 3.3187 2.3695 0.7402 0.223
H 0.5102 -3.9023 1.0613 0.243
H -2.1579 -3.6799 0.6825 0.256
```

---

Formula: C36H39IrN4O4PSi
Source: the OMol25 dataset
Level of theory: ωB97M-V/def2-TZVPD

Properties
Net charge: -1
LUMO energy, eV: 2.62
Energy above the lowest of the compared OMol25 structures with the same formula, charge and spin, kcal per mole: 0.00
Largest force on an atom, hartree/bohr: 0.01514

Structure (XYZ):
```
86
Properties=species:S:1:pos:R:3:lowdin_charge:R:1
Ir -0.4140 -0.4896 -0.0870 1.215
O -0.4963 -1.6643 1.5815 -0.282
C 0.3780 -1.5419 2.5456 -0.362
C 0.1069 -2.2900 3.7156 -0.028
C 0.8899 -2.2144 4.8429 -0.105
C 2.0142 -1.3889 4.8640 -0.121
C 2.3193 -0.6840 3.7201 -0.063
C 1.5411 -0.7298 2.5544 -0.149
C 2.0832 0.0064 1.4201 -0.107
N 1.4537 0.2258 0.3320 -0.179
N 2.0702 0.9079 -0.7051 0.114
C 1.2256 1.0751 -1.6892 -0.466
O 0.0001 0.6610 -1.7357 -0.210
C 1.6954 1.8327 -2.8809 -0.143
C 2.8574 2.5975 -2.8396 -0.040
C 3.2535 3.3214 -3.9530 -0.097
C 2.4964 3.2811 -5.1180 -0.111
C 1.3437 2.5090 -5.1642 -0.090
C 0.9424 1.7858 -4.0495 -0.014
H -0.7640 -2.9349 3.6840 0.107
H 0.6291 -2.8046 5.7144 0.093
H 2.6419 -1.3199 5.7425 0.085
H 3.2112 -0.0652 3.6990 0.103
H 3.1333 0.2909 1.4645 0.132
H 3.4303 2.6176 -1.9222 0.105
H 4.1558 3.9199 -3.9138 0.093
H 2.8073 3.8475 -5.9878 0.091
H 0.7569 2.4651 -6.0738 0.095
H 0.0560 1.1646 -4.0638 0.117
C -2.9508 1.8956 -0.0105 -0.226
P -1.3799 1.3752 0.7537 0.907
C -0.2980 2.8196 0.4702 -0.350
C 0.7243 3.0990 1.3751 -0.106
C 1.6249 4.1219 1.1277 -0.077
C 1.5219 4.8739 -0.0344 -0.092
C 0.5124 4.6002 -0.9446 -0.083
C -0.3953 3.5813 -0.6908 -0.090
C -1.8065 1.5698 2.5203 -0.316
C -1.9583 2.8306 3.1006 -0.095
C -2.3502 2.9511 4.4237 -0.091
C -2.5965 1.8130 5.1837 -0.094
C -2.4554 0.5593 4.6120 -0.065
C -2.0677 0.4389 3.2836 -0.078
H -3.2155 2.9019 0.3164 0.052
H -3.7244 1.1950 0.3009 0.042
H -2.8698 1.8549 -1.0963 0.049
H 0.8216 2.5030 2.2751 0.108
H 2.4203 4.3185 1.8357 0.101
H 2.2367 5.6615 -0.2383 0.098
H 0.4420 5.1641 -1.8663 0.104
H -1.1568 3.3576 -1.4262 0.104
H -1.7591 3.7228 2.5187 0.105
H -2.4578 3.9344 4.8651 0.097
H -2.8912 1.9080 6.2217 0.096
H -2.6342 -0.3348 5.1957 0.106
H -1.9545 -0.5350 2.8319 0.059
C -4.7252 -3.0894 -0.7530 -0.202
Si -3.1378 -2.6784 0.2056 0.421
C -3.7390 -2.3169 1.9592 -0.184
C -2.1327 -4.2633 0.2437 -0.174
C -2.2936 -1.2922 -0.6929 -0.399
H -5.2572 -3.9420 -0.3203 0.016
H -4.4934 -3.3294 -1.7945 0.019
H -5.4093 -2.2355 -0.7587 0.018
H -4.4877 -3.0575 2.2566 0.023
H -4.2053 -1.3294 2.0331 0.024
H -2.9188 -2.3581 2.6742 -0.001
H -2.6809 -5.0725 0.7355 0.025
H -1.1890 -4.1087 0.7670 0.017
H -1.8982 -4.5833 -0.7757 0.018
H -3.0565 -0.5151 -0.8253 -0.025
H -2.1718 -1.6826 -1.7114 -0.005
C -0.3087 -4.4114 -3.9241 -0.041
N 0.2524 -3.9410 -2.6731 -0.068
C 0.9193 -4.8152 -1.8649 -0.099
C 1.5239 -4.4062 -0.7492 -0.008
C 1.4900 -2.9819 -0.4140 -0.473
O 2.2899 -2.5313 0.4079 0.026
N 0.5621 -2.1873 -1.0921 0.062
C 0.0909 -2.5813 -2.3201 -0.521
O -0.4588 -1.8440 -3.1232 0.008
H 0.4526 -4.9223 -4.5172 0.084
H -0.6733 -3.5470 -4.4692 0.079
H -1.1407 -5.0973 -3.7433 0.086
H 0.9269 -5.8465 -2.1982 0.120
H 2.0812 -5.0737 -0.1116 0.103
```